Entry A
The following is a DFT calculation (ωB97M-V/def2-TZVPD) of an isolated molecule of C4H7N3S.

molecular weight = 129.19 g/mol
highest occupied orbital energy = -0.335 Eh
SMILES = N#CN[C@H]1NCCS1
gap between HOMO and LUMO = 9.7 eV

Each line ends with the Löwdin charge.
CARTESIAN COORDINATES (ANGSTROEM)
C -2.284 0.109 -0.287  -0.381
C 0.688 -1.001 -0.358  -0.288
C 1.599 0.054 -0.905  -0.476
C -0.118 0.818 0.841  -0.581
N -2.701 -0.745 -0.929  0.135
N 0.367 -0.513 0.968  -0.053
N -1.678 0.894 0.590  0.020
S 0.876 1.630 -0.441  0.911
H -0.117 -1.145 -1.110  0.107
H 1.365 -1.856 -0.357  0.122
H 2.482 -0.074 -0.390  0.047
H 1.803 -0.145 -1.897  0.063
H 0.131 1.336 1.830  0.125
H -0.252 -1.082 1.524  0.127
H -2.161 1.719 0.921  0.122


Entry B
The following is a DFT calculation (ωB97M-V/def2-TZVPD) of C4H7N3S as an isolated structure.

molecular weight = 129.19 g/mol
highest occupied orbital energy = -0.300 Eh
gap between HOMO and LUMO = 8.8 eV

Each line ends with the Löwdin charge.
CARTESIAN COORDINATES (ANGSTROEM)
C 0.678 -0.058 0.953  -0.114
C -0.305 1.113 0.901  -0.190
C -0.343 1.710 -0.526  0.016
C -2.045 -0.296 -0.521  -0.708
H 2.603 -1.867 -1.379  0.228
H 2.293 -2.168 0.567  0.064
H 0.566 -0.720 1.691  0.041
H -0.299 1.591 1.809  0.107
H -0.641 2.742 -0.574  0.095
H 0.165 1.258 -1.302  0.067
H -2.410 -0.097 -1.513  0.063
N 1.929 -1.738 -0.277  -0.063
N 1.394 -0.496 -0.124  -0.084
N -1.402 0.750 0.040  -0.114
S -2.181 -1.724 0.255  0.593


Here is how they stack up, most stable first: entry A, entry B.


Entry A
The following is a DFT calculation (ωB97M-V/def2-TZVPD) of a 2-piece molecular cluster, C6H9N4S overall.

molecular weight = 169.23 g/mol
highest occupied orbital energy (spin up / spin down) = -0.388 / -0.388 Eh
total charge = +1
gap between HOMO and LUMO (spin up / spin down) = 5.5 / 5.5 eV

Each line ends with the Löwdin charge.
CARTESIAN COORDINATES (ANGSTROEM)
C 3.432 0.494 -0.256  0.018
C 3.006 -0.642 -0.926  -0.006
C 2.418 0.787 0.654  0.020
C -2.256 2.066 0.382  0.072
C 0.151 -0.169 1.107  -0.547
C -3.102 -0.198 0.060  -0.368
N 1.879 -1.001 -0.349  0.066
N -2.846 1.053 0.148  -0.046
N 1.447 -0.116 0.490  -0.157
N -3.200 -0.877 -1.203  0.032
S -0.835 -1.421 0.890  0.857
H 4.381 0.965 -0.433  0.122
H 3.588 -1.354 -1.505  0.157
H 2.206 1.516 1.483  0.172
H -2.624 3.047 0.135  0.048
H 0.047 0.620 1.909  0.096
H -3.518 -0.563 0.985  0.117
H -2.500 -0.617 -1.928  0.094
H -2.951 -1.891 -0.875  0.097
H 1.280 -1.699 -0.770  0.158


Entry B
The following is a DFT calculation (ωB97M-V/def2-TZVPD) of an isolated ion of composition C6H9N4S and charge +1.

molecular weight = 169.23 g/mol
highest occupied orbital energy = -0.467 Eh
total charge = +1
gap between HOMO and LUMO = 7.9 eV

Each line ends with the Löwdin charge.
CARTESIAN COORDINATES (ANGSTROEM)
C 0.391 0.651 -1.551  -0.089
C -0.099 2.908 -1.753  0.039
C -0.205 1.780 -0.852  -0.279
C 0.141 -1.477 1.591  -0.554
C -1.158 -1.023 0.938  -0.290
C -0.791 1.776 0.391  -0.380
N 0.772 1.033 -2.719  0.060
N 0.528 2.377 -2.838  0.024
N 0.868 -0.465 1.878  0.069
N 0.548 -2.758 1.593  0.142
S -1.251 0.694 1.543  1.136
H 0.602 -0.418 -1.162  0.151
H -0.342 3.962 -1.458  0.160
H -1.159 -1.200 -0.101  0.076
H -2.013 -1.444 1.441  0.082
H -0.860 2.911 0.785  0.153
H 0.642 2.791 -3.796  0.197
H 1.753 -0.585 2.186  0.034
H 0.082 -3.640 1.710  0.108
H 1.383 -2.933 2.249  0.160


Here is how they stack up, most stable first: entry B, entry A.


Entry A
The following is a DFT calculation (ωB97M-V/def2-TZVPD) of a 2-piece molecular cluster, CH3FO2S overall.

molecular weight = 98.10 g/mol
highest occupied orbital energy = -0.407 Eh
gap between HOMO and LUMO = 10.8 eV

Each line ends with the Löwdin charge.
CARTESIAN COORDINATES (ANGSTROEM)
C 0.933 0.171 -0.127  -0.306
O -1.458 -1.294 -0.404  -0.307
O -1.584 1.106 0.110  -0.380
F 1.512 -0.968 0.284  -0.058
S -0.852 -0.148 0.125  0.611
H 0.939 0.306 -1.814  0.247
H 1.340 1.132 0.344  0.117
H -0.830 -0.303 1.480  0.075


Entry B
The following is a DFT calculation (ωB97M-V/def2-TZVPD) of a 2-piece molecular cluster, CH3FO2S overall.

molecular weight = 98.10 g/mol
highest occupied orbital energy (spin up / spin down) = -0.395 / -0.378 Eh
gap between HOMO and LUMO (spin up / spin down) = 9.1 / 7.3 eV

Each line ends with the Löwdin charge.
CARTESIAN COORDINATES (ANGSTROEM)
C 0.146 0.028 0.101  0.166
O -0.891 3.217 -0.559  -0.349
O -1.875 2.334 1.606  -0.339
F -3.108 1.716 -0.600  -0.332
S -1.582 2.175 0.205  0.819
H 0.830 0.685 -0.500  0.043
H -0.005 0.243 1.149  0.007
H -0.387 -0.580 -0.533  -0.015


Here is how they stack up, most stable first: entry B, entry A.